106
Properties=species:S:1:pos:R:3:forces:R:3 method="wB97M-V/def2-TZVPD" charge=-2 multiplicity=1 orbital_gap_ev=5.8748 homo_ev=-2.35
Cd 0.158 -0.038 -0.497 -0.33 -0.33 -1.11
C 1.784 3.573 0.756 -0.87 -3.93 -0.08
C 1.123 2.431 0.235 0.79 3.22 -0.95
C 0.337 2.633 -1.116 0.95 5.16 -0.11
O -0.190 1.678 -1.660 -0.88 -1.13 -1.65
C 0.267 3.963 -1.725 -1.12 -5.79 1.15
C 0.894 4.982 -1.141 0.95 5.12 -1.93
C 1.688 4.791 0.143 1.88 5.15 1.30
O 2.292 5.807 0.677 -1.58 -2.39 -1.75
O 0.866 6.095 -1.800 0.69 -1.36 2.33
O 1.177 1.267 0.680 1.59 0.61 2.32
H 2.409 3.463 1.630 -0.09 0.12 0.21
H -0.333 4.097 -2.614 0.12 -0.02 -0.09
C -3.296 -1.878 -2.138 5.53 1.82 1.39
C -2.277 -1.172 -1.399 -1.60 -1.40 -1.03
C -2.652 -0.344 -0.167 -1.54 0.28 0.95
O -1.653 0.259 0.374 -4.03 0.20 1.34
C -4.023 -0.356 0.291 4.69 0.79 -0.28
C -4.965 -0.984 -0.480 -5.04 -0.64 0.58
C -4.562 -1.793 -1.727 -5.38 -2.16 -2.70
O -5.441 -2.427 -2.475 1.38 1.77 2.78
O -6.203 -0.921 -0.113 2.90 -0.54 -1.43
O -1.046 -1.260 -1.663 -1.02 -1.32 -1.38
H -2.925 -2.468 -2.963 -0.44 -0.04 -0.18
H -4.308 0.193 1.176 -0.08 0.06 -0.04
C -2.717 4.054 0.552 -0.28 -0.18 0.16
C -1.845 4.594 1.699 -0.91 -1.52 -0.71
O -2.601 4.384 2.898 0.20 1.18 0.26
H -3.076 3.050 0.780 0.45 -0.34 0.13
H -2.243 3.997 -0.428 0.00 0.33 0.03
H -3.676 4.572 0.527 0.15 0.59 -0.30
H -1.576 5.634 1.517 -0.06 0.01 0.48
H -0.960 3.964 1.779 0.40 0.36 -0.19
H -2.473 3.451 3.084 -0.01 -0.47 0.10
C 4.308 -0.134 1.876 0.70 0.83 -0.37
C 3.982 1.086 2.804 -1.22 -1.27 -1.24
O 2.619 0.910 3.229 1.18 0.04 1.09
H 4.149 -1.085 2.384 -0.09 0.13 0.11
H 5.316 -0.130 1.459 0.63 0.10 0.59
H 3.788 -0.142 0.918 -0.94 0.18 0.34
H 4.004 2.049 2.295 0.54 -0.04 -0.30
H 4.680 1.122 3.641 -0.35 -0.10 0.25
H 2.083 1.067 2.449 -0.49 0.15 -0.63
C 3.251 -4.253 1.210 0.33 -0.41 0.17
C 1.887 -4.900 1.039 0.74 1.47 0.39
O 1.145 -4.076 0.135 0.88 -0.65 0.45
H 3.731 -4.151 0.237 0.00 0.27 0.03
H 3.887 -4.901 1.814 0.07 -0.18 0.05
H 3.221 -3.309 1.754 -0.20 0.18 -0.36
H 1.415 -4.860 2.021 -0.32 -0.48 0.13
H 2.060 -5.928 0.721 -0.52 -0.07 -0.32
H 0.407 -4.608 -0.172 -0.94 0.01 -0.50
C 1.941 -1.550 -3.583 0.65 0.81 -0.32
C 2.106 -1.827 -2.093 -1.68 -0.92 -1.36
O 1.929 -0.658 -1.327 2.66 -1.64 -0.95
H 0.924 -1.261 -3.847 -0.12 -0.34 0.17
H 2.307 -2.370 -4.202 -0.28 -0.26 0.06
H 2.539 -0.690 -3.883 0.27 0.19 0.04
H 2.994 -2.432 -1.910 0.36 0.47 0.45
H 1.247 -2.464 -1.881 0.16 -0.11 0.53
H 2.727 -0.132 -1.417 0.42 0.75 -0.01
C -3.557 -5.776 -0.691 0.02 0.86 0.04
C -2.380 -4.783 -0.830 -1.00 -0.79 0.24
O -1.182 -5.392 -0.445 2.10 -1.34 0.14
H -3.673 -6.141 0.330 0.10 0.16 0.25
H -3.474 -6.666 -1.314 0.25 0.19 -0.26
H -4.467 -5.235 -0.949 -0.14 -0.09 -0.07
H -2.453 -3.925 -0.162 -0.80 0.40 -0.63
H -2.234 -4.542 -1.883 -0.20 0.52 0.28
H -1.231 -5.718 0.456 -0.36 -0.02 0.11
C -0.454 -2.273 3.077 0.04 -0.68 0.06
C 0.579 -1.405 2.359 -1.35 -0.17 1.61
O 0.386 -1.515 0.960 0.90 -1.42 2.67
H -0.223 -3.336 3.003 0.21 -0.25 -0.02
H -1.455 -2.185 2.654 0.06 0.38 -0.06
H -0.487 -2.029 4.139 -0.05 0.05 0.07
H 1.572 -1.690 2.707 0.30 0.00 -0.41
H 0.393 -0.426 2.799 0.18 0.49 -1.07
H 0.631 -2.430 0.810 0.07 -0.66 -0.97
C -2.179 0.586 5.039 -0.40 -0.30 -0.83
C -2.644 0.545 3.577 0.21 0.44 0.18
O -1.972 1.552 2.837 0.31 0.10 0.93
H -1.117 0.366 5.151 0.13 0.40 -0.22
H -2.679 -0.220 5.575 -0.33 0.19 0.23
H -2.446 1.572 5.419 0.23 -0.14 0.39
H -3.704 0.789 3.504 -0.33 -0.36 0.32
H -2.489 -0.444 3.145 0.05 0.04 -0.13
H -2.055 1.334 1.906 0.24 -0.36 -0.87
C -1.547 1.559 -4.721 0.47 0.21 -0.52
C -2.527 2.449 -4.004 0.05 0.02 0.92
O -2.638 2.080 -2.628 -1.42 0.20 -1.02
H -0.532 1.719 -4.356 0.03 -0.02 0.11
H -1.554 1.814 -5.781 0.08 -0.04 -0.25
H -1.770 0.496 -4.626 -0.25 0.06 0.18
H -3.481 2.447 -4.530 -0.43 -0.57 0.50
H -2.269 3.507 -4.047 0.60 0.21 -0.19
H -1.756 2.120 -2.251 0.52 -0.20 0.13
C 4.328 3.232 -2.161 0.07 -0.22 0.81
C 4.674 2.033 -1.262 0.22 1.29 -1.07
O 4.059 0.879 -1.841 0.46 -0.25 0.25
H 3.258 3.104 -2.331 -0.01 0.66 -0.43
H 4.938 3.245 -3.064 -0.30 -0.40 -0.34
H 4.561 4.190 -1.697 -0.37 -0.01 0.32
H 4.304 2.205 -0.251 0.10 -0.35 -0.06
H 5.753 1.905 -1.352 0.20 -0.19 0.86
H 4.589 0.738 -2.629 -0.34 -0.38 -0.27

97
Properties=species:S:1:pos:R:3:forces:R:3 method="wB97M-V/def2-TZVPD" multiplicity=1 orbital_gap_ev="5.1303 / 5.1352" homo_ev="-6.83 / -6.83"
Tl -0.252 0.232 0.013 0.44 0.49 0.01
C -2.153 2.104 3.172 -0.23 0.02 -0.35
C -2.167 2.441 1.842 0.37 0.39 0.65
C -2.653 1.309 1.108 1.02 -0.84 -1.00
C -2.963 0.255 2.087 0.12 -0.18 0.19
C -2.637 0.730 3.317 -0.09 0.17 -0.09
C -2.785 0.029 4.629 0.00 0.06 -0.14
C -3.654 -1.046 1.805 0.08 0.11 0.03
C -3.301 1.400 -0.242 -0.25 -0.04 0.10
C -1.787 3.783 1.287 -0.07 -0.12 0.05
C -1.810 2.989 4.320 -0.03 -0.03 -0.07
H -3.596 0.469 5.217 0.02 -0.04 0.05
H -1.871 0.112 5.222 0.00 -0.04 0.02
H -3.001 -1.028 4.480 -0.01 -0.01 0.06
H -4.490 -1.190 2.493 -0.01 -0.01 -0.03
H -2.978 -1.896 1.916 -0.02 -0.05 -0.07
H -4.047 -1.059 0.790 -0.04 -0.07 -0.05
H -4.368 1.614 -0.116 -0.07 0.04 -0.04
H -3.209 0.473 -0.810 -0.05 0.05 -0.01
H -2.871 2.200 -0.844 -0.02 -0.04 -0.02
H -2.458 4.566 1.649 0.01 0.02 -0.02
H -1.828 3.793 0.199 0.00 0.05 0.07
H -0.772 4.058 1.586 -0.04 0.05 -0.06
H -2.723 3.405 4.757 0.04 0.05 0.04
H -1.177 3.820 4.008 0.01 0.02 0.03
H -1.298 2.436 5.109 0.02 0.03 0.02
C 0.916 1.056 3.510 0.16 -0.08 -0.07
Si 2.325 1.320 2.287 0.01 -0.10 0.17
C 2.233 3.138 1.767 0.04 -0.22 -0.08
C 3.920 1.037 3.270 -0.14 0.06 -0.12
C 2.281 0.120 0.843 -1.33 -0.11 -0.59
Si 2.397 -1.724 1.218 0.14 0.03 -0.08
C 4.219 -2.164 1.493 -0.23 0.04 0.08
C 1.382 -2.210 2.740 0.15 0.12 -0.13
C 1.775 -2.804 -0.196 0.12 0.17 0.11
Si 3.149 0.766 -0.681 0.17 -0.29 0.16
C 3.360 -0.426 -2.121 -0.10 0.00 0.24
C 4.893 1.344 -0.206 -0.25 0.09 -0.08
C 2.164 2.223 -1.430 0.10 -0.07 0.11
C 2.778 3.151 -2.269 0.02 -0.03 0.00
C 2.035 4.170 -2.840 -0.05 0.01 -0.01
C 0.676 4.231 -2.575 0.07 -0.04 -0.02
C 0.128 3.256 -1.760 -0.09 0.09 -0.03
N 0.845 2.291 -1.193 -0.02 0.16 0.12
H 0.876 1.888 4.218 0.03 0.03 -0.03
H 1.047 0.138 4.084 -0.02 0.04 -0.02
H -0.049 1.003 3.002 -0.06 0.00 -0.03
H 2.359 3.782 2.640 0.01 -0.05 0.06
H 1.261 3.362 1.323 0.02 -0.02 -0.02
H 2.997 3.415 1.037 -0.02 0.02 0.01
H 3.998 1.774 4.073 -0.01 0.00 0.03
H 4.818 1.113 2.655 -0.02 0.00 0.00
H 3.908 0.044 3.726 0.00 0.03 0.02
H 4.663 -1.577 2.299 0.00 -0.02 -0.03
H 4.798 -1.975 0.585 0.00 -0.01 -0.02
H 4.328 -3.221 1.745 0.02 -0.03 -0.01
H 1.828 -1.861 3.674 -0.02 0.00 -0.03
H 1.300 -3.298 2.799 0.04 -0.02 -0.04
H 0.368 -1.804 2.675 0.00 -0.01 0.02
H 2.416 -2.727 -1.073 -0.02 -0.03 0.00
H 0.766 -2.532 -0.502 -0.12 -0.01 -0.05
H 1.747 -3.854 0.108 0.05 0.00 0.07
H 3.883 -1.339 -1.827 0.03 0.05 -0.03
H 3.937 0.052 -2.916 0.00 0.07 0.02
H 2.381 -0.690 -2.526 0.02 -0.03 0.00
H 5.397 0.540 0.336 -0.01 -0.01 -0.03
H 4.888 2.226 0.437 0.02 -0.02 0.00
H 5.490 1.569 -1.092 0.00 0.02 -0.03
H 3.838 3.064 -2.477 0.00 0.03 0.04
H 2.502 4.901 -3.487 0.01 0.00 0.01
H 0.054 5.006 -3.001 -0.03 -0.03 0.00
H -0.937 3.248 -1.555 0.07 -0.03 -0.07
C -4.557 -2.200 -2.479 -0.13 0.13 -0.02
N -3.814 -2.999 -1.519 -0.22 -0.03 0.07
C -4.414 -4.238 -1.058 -0.04 -0.05 0.05
C -2.701 -2.547 -0.991 0.09 0.09 -0.02
N -1.708 -2.127 -0.570 0.05 -0.20 0.26
H -4.770 -2.797 -3.367 0.01 0.01 0.04
H -3.967 -1.334 -2.773 0.03 -0.01 0.03
H -5.504 -1.863 -2.047 0.03 0.00 0.03
H -4.592 -4.900 -1.908 0.01 0.01 0.00
H -5.367 -4.041 -0.559 0.02 -0.01 0.00
H -3.747 -4.737 -0.360 0.02 0.02 0.00
C -0.226 -1.376 -6.031 -0.03 0.08 0.25
Si -0.340 -1.926 -4.224 -0.04 -0.49 -0.13
C -1.819 -3.107 -4.088 0.14 0.19 -0.04
C 1.153 -3.047 -3.906 -0.13 0.26 0.07
Se -0.537 -0.036 -2.985 0.05 0.08 0.51
H -0.252 -2.243 -6.698 0.00 -0.02 0.06
H 0.706 -0.837 -6.211 -0.01 0.02 0.01
H -1.052 -0.713 -6.297 0.00 0.01 0.00
H -1.705 -3.923 -4.808 0.04 0.02 -0.02
H -2.768 -2.606 -4.291 0.15 -0.04 -0.06
H -1.864 -3.548 -3.090 0.04 -0.01 -0.09
H 1.225 -3.779 -4.715 -0.06 0.02 -0.02
H 1.037 -3.595 -2.969 0.03 0.02 0.04
H 2.095 -2.499 -3.868 0.01 0.01 0.01